Entry 1:
The following is a DFT calculation (ωB97M-V/def2-TZVPD) of a cluster of 2 separate species, C7H9NO4S in total in a non-equilibrium geometry.

Calculated values
lowest unoccupied orbital energy (alpha / beta) = -1.56 / -0.25 eV
ΔE to the lowest compared entry with this formula, charge and spin = 76.4 kcal per mole
HOMO-LUMO gap (alpha / beta) = 0.218 / 0.267 Ha

Last column: Mulliken charge in e.
Element x y z (Å)
C: -3.1853 0.8021 1.0703  -0.438
C: -3.8985 0.3126 -0.0307  -0.398
C: -1.9777 1.2729 0.6164  0.537
C: -3.0795 0.4567 -1.1070  -0.044
C: 0.9930 -0.8844 -1.4795  0.119
C: 3.3911 -1.2005 -0.6215  -1.193
C: 2.1136 -0.3393 -0.6457  0.128
N: -1.8803 1.1059 -0.7381  0.083
O: 0.7759 -1.9798 -1.9492  -0.414
O: 0.3371 2.3567 -1.0632  -0.602
O: -0.9490 1.6974 1.3418  -0.516
O: -3.3484 0.0545 -2.3735  -0.495
S: -0.6883 1.5096 -1.8464  0.340
H: -3.4373 0.8339 2.1513  0.366
H: -4.8732 -0.1155 0.2065  0.390
H: 4.0628 -0.7693 0.1343  0.347
H: 3.9188 -1.2385 -1.6303  0.306
H: 3.1910 -2.2874 -0.4230  0.314
H: 2.3859 0.6977 -0.9426  0.306
H: 1.5894 -0.2605 0.4263  0.215
H: -0.4728 2.4064 0.8627  0.366
H: -2.8752 0.6711 -2.9536  0.282

Cartesian forces (eV/Å) of the 6 atoms listed first:
C 2.004 1.267 1.722
C -0.204 -0.442 0.219
C -0.899 -0.210 1.466
C -1.525 -0.302 0.026
C -0.627 -2.672 -1.615
C 0.226 -1.041 -0.914

***

Entry 2:
The following is a DFT calculation (ωB97M-V/def2-TZVPD) of a cluster of 7 separate species, C45H104F6N6OP in total in a non-equilibrium geometry.

Calculated values
total charge = +6
lowest unoccupied orbital energy (alpha / beta) = -12.57 / -19.75 eV
expectation value of S² = 0.755
HOMO-LUMO gap (alpha / beta) = 0.328 / 0.065 Ha
2S+1 = 2

Last column: Löwdin spin population.
Element x y z (Å)
P: -0.7089 -0.0066 0.9805  0.000
F: -1.8521 0.5388 -0.1366  0.000
F: -0.7944 -1.4366 0.2819  0.000
F: 0.4154 0.4660 -0.0973  0.000
F: 0.4996 -0.5452 2.0180  0.000
F: -0.6787 1.4714 1.7355  0.000
F: -1.9464 -0.4871 1.9797  0.000
C: 2.7956 -2.8873 -1.0350  0.000
C: 1.5696 -3.6742 -0.5032  0.000
C: 1.6389 -3.8906 1.0443  0.000
N: 0.6967 -5.0956 1.4849  0.000
C: -0.7752 -4.7326 1.1436  0.000
C: 1.0467 -6.5048 0.8863  0.000
C: 1.0384 -7.4446 2.0627  0.000
C: 0.5124 -6.6611 3.3409  0.000
C: 0.8815 -5.2234 3.0481  0.000
H: 2.9290 -2.7211 -2.1039  0.000
H: 3.6761 -3.4026 -0.6511  0.000
H: 2.7889 -1.8757 -0.6292  0.000
H: 1.4070 -4.6158 -1.0276  0.000
H: 0.6739 -3.0543 -0.5420  0.000
H: 1.3292 -3.0224 1.6260  0.000
H: 2.6501 -4.2287 1.2707  0.000
H: -0.7876 -4.6615 0.0560  0.000
H: -1.2158 -3.8351 1.5778  0.000
H: -1.4305 -5.5754 1.3635  0.000
H: 0.4964 -6.7824 -0.0127  0.000
H: 2.0692 -6.3670 0.5349  0.000
H: 0.5780 -8.4214 1.9145  0.000
H: 2.0418 -7.7665 2.3415  0.000
H: -0.5531 -6.7465 3.5544  0.000
H: 0.8918 -7.0494 4.2860  0.000
H: 0.2504 -4.4449 3.4768  0.000
H: 1.8959 -5.0272 3.3954  0.000
C: 3.0914 4.0565 -8.2139  0.000
C: 2.2415 4.0032 -6.8547  0.000
C: 2.7669 3.1076 -5.7367  0.000
N: 2.0858 3.2013 -4.3521  0.000
C: 2.2138 4.6020 -3.7833  0.000
C: 2.6772 2.1606 -3.4282  0.000
C: 1.6561 1.0264 -3.4376  0.000
C: 0.3528 1.6872 -3.3451  0.000
C: 0.5687 2.8208 -4.3288  0.000
H: 3.3895 3.0292 -8.4233  0.000
H: 4.0427 4.5884 -8.2094  0.000
H: 2.4297 4.3972 -9.0102  0.000
H: 1.2325 3.6566 -7.0780  0.000
H: 2.0915 4.9975 -6.4338  0.000
H: 3.7960 3.4183 -5.5568  0.000
H: 2.8478 2.0648 -6.0437  0.000
H: 3.2631 4.7100 -3.5086  0.000
H: 1.5696 4.6869 -2.9081  0.000
H: 1.8793 5.3782 -4.4716  0.000
H: 2.7530 2.5628 -2.4180  0.000
H: 3.6989 1.8752 -3.6791  0.000
H: 1.8986 0.3552 -2.6138  0.000
H: 1.8331 0.4607 -4.3524  0.000
H: 0.2167 2.1041 -2.3473  0.000
H: -0.4639 0.9985 -3.5613  0.000
H: -0.0422 3.6926 -4.0949  0.000
H: 0.3342 2.4560 -5.3289  0.000
C: 4.4460 -0.8734 2.0476  0.000
C: 3.9213 0.5288 2.5213  0.000
C: 3.4325 1.3498 1.2975  0.000
N: 3.0091 2.8184 1.5307  0.000
C: 4.2362 3.5681 2.0479  0.000
C: 1.9419 3.0399 2.5823  0.000
C: 1.1178 4.2285 2.0100  0.000
C: 1.1472 4.1604 0.5255  0.000
C: 2.3435 3.3023 0.2349  0.000
H: 3.9304 -1.1090 1.1165  0.000
H: 4.0752 -1.6421 2.7256  0.000
H: 5.5262 -1.0135 2.0064  0.000
H: 4.6479 1.0287 3.1618  0.000
H: 3.0779 0.3766 3.1948  0.000
H: 2.5403 0.8059 0.9874  0.000
H: 4.1463 1.4035 0.4755  0.000
H: 4.0384 4.6388 2.0987  0.000
H: 5.0470 3.4296 1.3327  0.000
H: 4.5524 3.1504 3.0037  0.000
H: 2.3817 3.1607 3.5723  0.000
H: 1.3045 2.1634 2.6985  0.000
H: 1.5113 5.1474 2.4446  0.000
H: 0.1757 4.1943 2.5571  0.000
H: 1.0710 5.0651 -0.0777  0.000
H: 0.2824 3.6025 0.1663  0.000
H: 3.1480 3.8549 -0.2504  0.000
H: 2.0841 2.4244 -0.3567  0.000
C: -4.4249 -1.5346 7.4659  0.000
C: -2.9699 -1.3829 7.1353  0.000
C: -2.5051 -0.2411 6.2537  0.000
N: -1.0450 -0.4054 5.6429  0.000
C: -1.0832 -1.6730 4.6401  0.000
C: -0.5941 0.9110 4.9347  0.000
C: -0.3065 1.8926 6.0425  0.000
C: 0.3223 0.9549 7.0666  0.000
C: 0.0641 -0.5009 6.6509  0.000
H: -5.1112 -1.8016 6.6623  0.000
H: -4.7354 -0.5971 7.9271  0.000
H: -4.5240 -2.3997 8.1216  0.000
H: -2.8259 -2.2835 6.5383  0.000
H: -2.3394 -1.5841 8.0013  0.000
H: -2.5967 0.7155 6.7682  0.000
H: -3.0990 -0.1109 5.3490  0.000
H: -1.2620 -2.5663 5.2387  0.000
H: -0.1122 -1.8561 4.1798  0.000
H: -1.8221 -1.6385 3.8396  0.000
H: 0.2507 0.6773 4.2867  0.000
H: -1.3568 1.2401 4.2289  0.000
H: 0.3307 2.7038 5.6904  0.000
H: -1.1701 2.3402 6.5345  0.000
H: 1.4088 0.9744 7.1507  0.000
H: -0.0367 1.0619 8.0902  0.000
H: 0.9224 -0.9098 6.1178  0.000
H: -0.2250 -1.1358 7.4884  0.000
C: -1.8852 -5.0409 -7.8656  0.000
C: -1.6635 -3.6486 -7.3135  0.000
C: -0.6664 -3.7403 -6.1077  0.000
N: -0.1553 -2.3636 -5.6751  0.000
C: 0.8695 -1.8510 -6.7391  0.000
C: 0.5657 -2.6164 -4.2956  0.000
C: -0.5202 -2.2902 -3.2190  0.000
C: -1.6988 -1.7710 -4.0634  0.000
C: -1.1134 -1.2764 -5.4098  0.000
H: -0.9098 -5.4637 -8.1065  0.000
H: -2.5084 -5.0260 -8.7598  0.000
H: -2.5110 -5.7182 -7.2845  0.000
H: -2.6591 -3.2598 -7.0996  0.000
H: -1.1750 -3.0612 -8.0909  0.000
H: 0.1586 -4.4414 -6.2340  0.000
H: -1.3570 -4.0810 -5.3363  0.000
H: 1.4268 -1.0445 -6.2624  0.000
H: 0.2773 -1.3808 -7.5242  0.000
H: 1.5984 -2.6332 -6.9509  0.000
H: 1.3589 -1.8688 -4.3078  0.000
H: 1.0292 -3.6028 -4.2802  0.000
H: -0.2696 -1.5100 -2.5003  0.000
H: -0.7879 -3.1902 -2.6655  0.000
H: -2.2845 -0.9104 -3.7403  0.000
H: -2.4406 -2.5606 -4.1834  0.000
H: -0.6508 -0.2898 -5.3815  0.000
H: -1.8781 -1.3308 -6.1846  0.000
C: -2.5047 3.8874 1.6879  0.009
N: -4.0709 3.5798 1.8809  0.007
C: -4.1939 2.0301 1.9201  0.015
C: -4.5243 4.2069 3.2394  0.002
C: -4.8430 4.2108 0.7518  0.080
C: -6.4174 4.3016 1.0125  0.085
O: -7.0798 3.0427 1.4144  0.739
H: -2.2942 4.9503 1.8062  0.000
H: -2.3424 3.3184 0.7724  0.000
H: -1.9911 3.2917 2.4426  0.001
H: -3.6276 1.6731 2.7804  0.002
H: -3.8981 1.5362 0.9946  0.000
H: -5.2352 1.8395 2.1796  0.006
H: -4.5126 5.2961 3.2001  0.000
H: -3.7762 3.9510 3.9897  0.000
H: -5.3906 3.6402 3.5807  0.000
H: -4.5828 3.5809 -0.0988  0.003
H: -4.4115 5.2085 0.6713  0.003
H: -6.9217 4.6239 0.1016  0.003
H: -6.7178 5.0318 1.7640  0.035
H: -7.5580 2.7293 0.6433  0.008

Cartesian forces (eV/Å) of the 6 atoms listed first:
P -0.880 -0.365 -0.638
F 0.630 0.197 1.426
F 0.397 -0.235 0.164
F 0.088 0.190 0.708
F -1.486 0.672 -0.850
F -0.097 -0.914 -0.604

***

Entry 3:
The following is a DFT calculation (ωB97M-V/def2-TZVPD) of a cluster of 4 separate species, C17H19F9O12 in total in a non-equilibrium geometry.

Calculated values
lowest unoccupied orbital energy = -2.78 eV
HOMO-LUMO gap = 0.298 Ha

Last column: Mulliken charge in e.
Element x y z (Å)
O: 5.3217 1.0626 -0.4820  -0.483
C: 3.9871 1.0923 -0.4225  0.533
C: 2.9375 2.2765 0.0210  -0.478
C: 1.6435 1.9018 -0.6177  0.271
C: 0.2885 2.7989 -0.4012  0.729
F: 0.5689 3.6886 0.7875  -0.298
F: 0.0688 3.7595 -1.5456  -0.283
C: -1.0557 1.9418 -0.0075  0.562
F: -2.1546 2.8890 0.3395  -0.249
F: -0.7141 1.1610 1.2222  -0.286
C: -1.5793 0.9044 -1.1638  0.645
F: -1.0150 -0.4675 -0.8792  -0.257
F: -1.2827 1.3515 -2.5654  -0.254
C: -3.2366 0.6853 -1.1226  0.522
F: -3.7572 0.4252 0.2406  -0.211
F: -3.8638 1.8342 -1.8181  -0.214
F: -3.4719 -0.5400 -1.9740  -0.223
C: 1.9486 0.5326 -1.4657  0.221
O: 1.4063 0.0081 -2.5677  -0.485
O: 3.1010 -0.0494 -0.7204  -0.228
H: 3.1555 3.2302 0.7033  0.378
C: 5.6715 -5.6631 1.6706  -0.620
O: 5.4757 -4.9685 0.4403  -0.310
C: 5.5376 -3.6171 0.5463  0.713
O: 5.7396 -2.9867 1.5724  -0.553
O: 5.3358 -3.0886 -0.6871  -0.329
C: 5.3741 -1.6634 -0.7283  -0.519
H: 5.6014 -6.7354 1.4681  0.220
H: 6.6660 -5.4540 2.0779  0.288
H: 4.8924 -5.3974 2.3922  0.288
H: 6.3566 -1.2945 -0.4169  0.344
H: 4.5829 -1.2378 -0.1026  0.233
H: 5.2009 -1.3504 -1.7616  0.319
C: 0.6303 -3.5895 -2.3785  -0.554
O: -0.0155 -4.8143 -2.7210  -0.327
C: -1.3684 -4.7327 -2.7866  0.748
O: -2.0372 -3.7317 -2.5825  -0.520
O: -1.8482 -5.9578 -3.1187  -0.339
C: -3.2690 -6.0225 -3.2246  -0.597
H: 1.7084 -3.7710 -2.3550  0.272
H: 0.4268 -2.8219 -3.1321  0.302
H: 0.3162 -3.2521 -1.3856  0.238
H: -3.6284 -5.3523 -4.0120  0.283
H: -3.7390 -5.7824 -2.2654  0.285
H: -3.5415 -7.0467 -3.4941  0.215
C: -5.9755 7.2335 4.3860  -0.610
O: -5.1716 6.0617 4.5090  -0.315
C: -4.3632 5.8251 3.4451  0.708
O: -4.2813 6.5131 2.4396  -0.540
O: -3.6618 4.6905 3.6937  -0.324
C: -2.7630 4.3160 2.6515  -0.584
H: -6.5811 7.3244 5.2919  0.218
H: -5.3468 8.1258 4.3013  0.286
H: -6.6500 7.1506 3.5278  0.288
H: -2.0059 5.0915 2.4974  0.329
H: -3.3092 4.1163 1.7239  0.304
H: -2.2560 3.3964 2.9566  0.246

Cartesian forces (eV/Å) of the 6 atoms listed first:
O -9.627 0.357 0.469
C 4.619 0.353 0.485
C -3.095 -1.434 -2.091
C 3.664 1.065 1.546
C 1.224 2.391 0.266
F -0.911 -2.664 -3.505